DFT (ωB97M-V/def2-TZVPD) results for 2 unconnected molecules or ions with the total composition C29H32NO.

CARTESIAN COORDINATES (ANGSTROEM)
C  4.34043  1.77997  -2.05726
C  2.96083  1.14526  -1.91224
N  2.96180  -0.17361  -1.26185
C  1.76282  -0.75220  -1.02443
C  0.55211  -0.18419  -1.49163
C  1.79294  -1.97563  -0.19344
C  2.20860  -3.23404  -0.66639
C  2.28393  -4.32065  0.20694
C  1.94547  -4.15513  1.55596
C  1.52222  -2.90726  2.03270
C  1.42322  -1.83955  1.14465
C  4.15886  -0.69800  -0.56332
C  5.44882  0.03341  -0.94558
O  5.24182  1.44641  -1.00506
H  4.75656  1.48788  -3.03874
H  4.24428  2.86866  -1.98738
H  2.31541  1.84085  -1.34742
H  2.53557  1.02714  -2.91796
H  -0.31608  -0.82071  -1.30663
H  0.62087  0.40735  -2.40840
H  2.49843  -3.34515  -1.71289
H  2.60362  -5.30152  -0.16916
H  2.03681  -5.00091  2.24378
H  1.26113  -2.76089  3.08493
H  1.09255  -0.86076  1.49070
H  4.04734  -0.60634  0.53912
H  4.28908  -1.76987  -0.78966
H  6.19588  -0.09527  -0.14862
H  5.83598  -0.37779  -1.90278
C  -4.69707  2.07015  -5.35475
C  -3.76386  1.82137  -4.21072
C  -2.42752  2.21618  -4.30887
C  -1.53510  2.00175  -3.26189
C  -1.93205  1.36234  -2.07056
C  -0.96248  1.20881  -0.96102
C  -1.49000  0.94086  0.34493
C  -0.75384  0.87244  1.49236
C  -1.28644  0.47650  2.76471
C  -0.44551  0.47774  3.90667
C  -0.90807  0.08687  5.15483
C  -2.23596  -0.32598  5.33640
C  -2.70623  -0.76661  6.68427
C  -3.08910  -0.31371  4.22456
C  -2.63497  0.06589  2.96346
C  -3.30412  1.01242  -1.96534
C  -4.20099  1.27107  -3.00169
H  -5.71428  1.75044  -5.11406
H  -4.72470  3.12929  -5.64568
H  -4.35954  1.50832  -6.23253
H  -2.07991  2.69525  -5.22409
H  -0.50764  2.36093  -3.35007
H  -0.07798  1.85662  -1.02041
H  -2.56582  0.93602  0.45896
H  0.29515  1.15517  1.47674
H  0.58549  0.82056  3.78453
H  -0.22898  0.08040  6.01107
H  -3.76044  -1.04350  6.65323
H  -2.13630  -1.62870  7.04475
H  -2.57819  0.02905  7.42411
H  -4.12526  -0.63088  4.36594
H  -3.31827  0.06381  2.11523
H  -3.69319  0.54957  -1.05417
H  -5.25809  1.03213  -2.87884

Cartesian forces (eV/Å) of the 6 atoms listed first:
0.6178 -0.0873 0.1523
-0.1030 0.1308 0.2054
-0.4676 -0.2300 0.2331
0.2864 1.1326 -0.2061
-0.2771 -1.1458 -0.4615
-0.3036 -0.8318 0.5369

Energy relative to the best compared isomer or geometry (same formula, charge and spin)   2.043 eV
Total charge   +1
LUMO level   -4.5 eV
Electronic energy   -34121.120 eV
Largest force on an atom   1.9 eV/A
HOMO-LUMO gap   6.1 eV

Mulliken analysis output, partial charges in e: atom 1 (C): -0.7713, atom 2 (C): -0.0962, atom 3 (N): 0.0871, atom 4 (C): 0.8412, atom 5 (C): -1.6428, atom 6 (C): -0.4458, atom 7 (C): -0.0653, atom 8 (C): -0.6965, atom 9 (C): -0.4537, atom 10 (C): -0.7356, atom 11 (C): 0.0027, atom 12 (C): -0.2708, atom 13 (C): -0.7238, atom 14 (O): -0.3834, atom 15 (H): 0.3652, atom 16 (H): 0.3398, atom 17 (H): 0.1519, atom 18 (H): 0.2835, atom 19 (H): 0.5795, atom 20 (H): 0.6691, atom 21 (H): 0.5056, atom 22 (H): 0.3875, atom 23 (H): 0.3840, atom 24 (H): 0.4660, atom 25 (H): 0.2217, atom 26 (H): 0.2945, atom 27 (H): 0.2885, atom 28 (H): 0.3333, atom 29 (H): 0.3705, atom 30 (C): -1.4036, atom 31 (C): 1.0616, atom 32 (C): -0.8033, atom 33 (C): -0.3703, atom 34 (C): 0.5252, atom 35 (C): -0.0253, atom 36 (C): -0.5894, atom 37 (C): -0.4146, atom 38 (C): 0.6763, atom 39 (C): -0.5342, atom 40 (C): -0.6984, atom 41 (C): 1.0375, atom 42 (C): -1.3940, atom 43 (C): -0.7905, atom 44 (C): -0.6902, atom 45 (C): -0.5931, atom 46 (C): -0.9521, atom 47 (H): 0.3533, atom 48 (H): 0.3360, atom 49 (H): 0.3367, atom 50 (H): 0.3914, atom 51 (H): 0.4166, atom 52 (H): 0.6495, atom 53 (H): 0.4254, atom 54 (H): 0.5551, atom 55 (H): 0.3369, atom 56 (H): 0.3887, atom 57 (H): 0.3644, atom 58 (H): 0.3219, atom 59 (H): 0.3376, atom 60 (H): 0.2974, atom 61 (H): 0.4023, atom 62 (H): 0.4401, atom 63 (H): 0.3190